1.
Entry from the OMol25 dataset: C23H19AlBr2N4S as an isolated structure at a distorted geometry (ωB97M-V/def2-TZVPD).

Values from the calculation:
charge	+2
LUMO level	-7.045	eV
gap between HOMO and LUMO	6.5	eV
highest occupied orbital energy	-13.506	eV

Last column: natural (NBO) charge in e.
Atoms and positions in Å:
Al 0.28269 -0.64618 0.37090  1.725
Br 2.98179 -2.58748 6.13753  0.245
C 2.28516 -1.88721 4.57425  -0.010
C 2.62503 -0.55916 4.11978  -0.225
C 2.03371 -0.28166 2.89797  0.096
N 1.22047 -1.01120 2.09277  -0.643
C 0.92634 -2.26461 2.56081  0.288
C 1.48592 -2.65358 3.74136  -0.288
C -0.03860 -3.03744 1.71823  0.187
C -0.49846 -4.26921 2.08663  -0.235
C -1.58173 -4.82087 1.37225  0.003
Br -2.33767 -6.49673 1.71603  0.237
C -1.97337 -4.15331 0.20688  -0.255
C -1.34955 -2.99974 -0.16643  0.106
N -0.39267 -2.41946 0.61436  -0.648
H 3.13911 0.15392 4.69760  0.272
H 2.30550 0.62723 2.38149  0.221
H 1.46570 -3.69270 3.96377  0.247
H -0.25259 -4.65118 3.08470  0.261
H -2.74827 -4.69302 -0.39825  0.279
H -1.57930 -2.57749 -1.09724  0.235
C -2.53129 2.16605 -3.34841  -0.203
C -1.55833 1.11452 -3.27199  -0.189
C -1.26216 0.55715 -2.05957  -0.257
C -1.70862 1.08174 -0.82641  -0.079
C -1.00630 0.77483 0.37928  -0.690
C -1.33490 1.48853 1.57057  -0.159
C -2.34911 2.47413 1.50808  -0.205
C -2.98607 2.85001 0.34819  -0.176
C -2.57542 2.28735 -0.88818  0.043
C -3.02188 2.71575 -2.19778  -0.191
H -2.78402 2.49469 -4.33753  0.238
H -1.16561 0.73506 -4.24265  0.233
H -0.61315 -0.29124 -2.05154  0.188
H -0.87844 1.19653 2.47189  0.208
H -2.63614 2.91022 2.42670  0.231
H -3.68646 3.68511 0.36339  0.241
H -3.81474 3.45539 -2.34166  0.238
S 2.08243 -0.73783 -1.13253  -0.183
C 2.18109 0.84645 -1.74932  0.362
N 3.14396 1.13526 -2.60764  -0.542
C 3.05581 2.40480 -3.33151  -0.230
C 1.86494 3.01650 -2.55588  -0.225
N 1.41954 1.89853 -1.66218  -0.544
H 3.58913 0.36230 -3.03942  0.422
H 2.84755 2.36447 -4.38943  0.226
H 3.94430 2.98495 -3.30311  0.232
H 0.97882 3.30676 -3.12687  0.237
H 2.29636 3.82190 -2.00357  0.230
H 0.50953 1.82116 -1.27629  0.449

Forces on the atoms, in the same order (eV/Å):
Al 1.0198 0.3553 0.3544
Br -0.0496 0.0055 0.0034
C 0.8340 2.2737 -0.7940
C -2.6484 -3.2585 -0.5878
C 0.5838 1.6317 -1.5570
N -0.1171 -1.1988 1.4316
C 0.1026 1.5779 -0.5374
C 0.3363 -1.5540 0.2548
C 1.4659 -0.0535 1.4514
C -1.7673 -0.7795 1.3101
C 1.1885 0.0796 -0.3931
Br 0.2261 0.4878 0.2939
C -1.0503 -1.5815 -0.3096
C 0.5678 -0.4060 1.1307
N -1.2029 0.0028 -1.9048
H 0.7914 0.6476 0.3424
H 0.0184 0.5050 0.3766
H -0.5429 -0.7118 0.5023
H 0.1661 -0.1323 -0.6844
H 0.8170 1.1211 0.3322
H -0.2441 0.9209 -1.0553
C 1.3737 -0.7633 0.6911
C -0.8625 0.0342 -0.7409
C -0.3263 0.0939 -0.7605
C -0.0234 2.9843 -0.0680
C -0.8172 0.3927 1.2385
C -0.8385 -0.6119 -3.3234
C 0.3268 -0.7403 -0.0175
C 0.8262 0.2622 -0.4851
C 0.0381 -1.8898 -0.5272
C -0.4715 -0.0202 0.2557
H -0.4305 0.3365 -0.1066
H -0.1835 0.0768 1.0518
H 0.5401 -0.5936 0.0086
H 0.4862 0.0663 1.1508
H -0.3178 0.6066 0.7798
H 0.0447 -0.3063 -0.0226
H 0.3672 0.0157 0.5757
S -0.6220 -0.4376 0.8179
C 0.2169 0.9545 -1.4070
N 1.6904 -0.7739 -1.2350
C -1.8327 -0.2440 0.3919
C -0.3115 -0.6334 0.1273
N 0.0726 1.0383 0.3895
H 0.8422 -0.5835 -0.2106
H -0.2791 -0.9361 -0.3894
H 0.8287 0.4399 0.7483
H 0.4638 0.2137 -0.1276
H -0.4649 0.6859 0.7449
H -0.8313 0.3995 0.4890

***

2.
Entry from the OMol25 dataset: C23H19F5N5O4RuSSe as an isolated structure at a distorted geometry (ωB97M-V/def2-TZVPD).

Values from the calculation:
charge	+2
LUMO level (spin up / spin down)	-6.235 / -6.641	eV
gap between HOMO and LUMO (spin up / spin down)	6.9 / 6.8	eV
spin multiplicity	6
highest occupied orbital energy (spin up / spin down)	-13.144 / -13.432	eV

Last column: Mulliken spin population.
Atoms and positions in Å:
Ru -0.69490 1.07490 -0.77450  3.565
O 1.97900 -1.89270 1.17130  0.006
C 1.11970 -1.20390 0.47410  -0.015
O 0.43260 -0.29320 0.92800  0.059
C 1.01550 -1.59490 -0.95450  0.011
C 1.43640 -2.83660 -1.42390  -0.003
C 1.25110 -3.13120 -2.76690  0.008
C 0.69180 -2.16570 -3.59720  -0.004
C 0.32330 -0.93760 -3.05500  0.023
N 0.46400 -0.66770 -1.74760  0.040
C -0.29770 0.19200 -3.81380  -0.018
O -0.43990 0.12180 -5.11790  0.003
O -0.69340 1.17660 -3.20980  0.046
H 2.02790 -1.63990 2.11290  0.002
H 1.88690 -3.54080 -0.74190  -0.001
H 1.53950 -4.09320 -3.16060  0.000
H 0.54050 -2.38900 -4.64340  0.000
H -0.02860 -0.64210 -5.55480  0.001
F 1.81720 0.13880 9.23640  0.012
C 1.38660 -0.03840 8.00360  0.114
C 0.27020 0.67190 7.54690  -0.030
F -0.34820 1.52610 8.34830  -0.003
C -0.17040 0.48520 6.24620  0.077
F -1.21780 1.17090 5.77640  0.007
C 0.47150 -0.40000 5.37790  -0.091
Se -0.12980 -0.62980 3.62310  0.863
C 1.59750 -1.08480 5.84690  0.075
F 2.22900 -1.88480 4.98360  0.008
C 2.06170 -0.91670 7.14360  -0.031
F 3.13560 -1.56140 7.56580  -0.004
C -2.36530 3.73950 3.76980  0.000
N -1.52430 3.52230 2.62210  0.006
C -0.47490 4.29920 2.23500  0.011
C 0.04940 3.72180 1.11350  0.020
N -0.67070 2.60640 0.81900  0.030
C -1.60990 2.51080 1.75010  0.022
H -2.72110 4.77020 3.79690  0.000
H -1.80340 3.54380 4.68350  0.001
H -3.22230 3.06720 3.73230  0.000
H -0.19370 5.18500 2.76530  0.001
H 0.88580 4.02890 0.51740  0.005
H -2.35270 1.73250 1.80070  -0.016
C -6.48150 3.65000 -2.34780  -0.001
C -5.06390 3.30060 -2.11440  -0.001
C -4.00350 4.10830 -2.46380  0.001
C -2.69140 3.69220 -2.16920  -0.011
N -2.49350 2.54170 -1.54400  0.037
C -3.50660 1.73110 -1.24900  0.006
S -3.14250 0.24140 -0.53770  0.146
N -4.78570 2.11340 -1.51780  0.011
C -1.47760 4.44970 -2.52750  0.004
H -6.56890 4.58910 -2.88550  0.000
H -7.01580 3.74180 -1.40060  0.000
H -6.98370 2.86980 -2.91920  0.000
H -4.17690 5.04880 -2.95990  0.000
H -5.53770 1.47510 -1.27190  0.004
H -1.70220 5.40030 -3.00120  -0.001
H -0.88630 3.82340 -3.19960  0.000
H -0.86690 4.60250 -1.63760  0.004

Forces on the atoms, in the same order (eV/Å):
Ru -0.4007 0.1460 -0.1967
O 0.3888 -0.4920 -0.3452
C -0.5480 0.9509 0.9962
O 0.4896 -0.2517 -0.9272
C 0.0628 -0.1928 -0.7168
C -0.0670 0.2662 -0.1029
C -0.0498 0.2417 0.1318
C -0.0143 0.2330 0.2033
C 0.2411 -0.4501 0.4289
N 0.0505 -0.5310 0.0197
C -0.2074 0.3760 0.1670
O 0.0457 0.0536 -0.1480
O 0.2070 -0.4240 -0.2988
H -0.4322 0.1739 0.0250
H 0.0135 -0.0576 0.0253
H 0.0238 -0.0693 -0.0515
H 0.0076 -0.0206 -0.0503
H -0.0802 0.1406 0.2845
F -0.0610 -0.0433 -0.2022
C -0.0807 -0.0564 -0.4190
C -0.0269 -0.0857 -0.2549
F 0.0169 -0.0040 0.0814
C 0.1118 -0.0403 0.0167
F 0.0962 0.0741 0.4723
C -0.0939 0.0193 -0.1781
Se 0.0700 -0.0201 0.5550
C -0.0930 0.1416 -0.0263
F 0.2355 -0.0347 0.5279
C -0.2118 0.0567 -0.2373
F 0.0285 -0.0172 0.0742
C -0.3485 0.1014 0.7257
N 0.0865 -0.2613 -0.5377
C 0.4436 0.1530 -0.3670
C 0.1441 0.4556 0.3109
N -0.4079 -0.7079 0.0606
C -0.0959 -0.0835 0.0623
H 0.0291 -0.0953 -0.1119
H -0.0638 -0.0372 -0.0457
H 0.1124 0.0458 -0.0266
H 0.0682 0.1750 0.1350
H 0.1444 0.1103 -0.0338
H -0.0171 -0.0125 0.1052
C -0.3379 -0.0227 -0.0032
C 0.4632 0.3302 -0.1343
C 0.0511 -0.1613 0.0727
C -0.6720 -0.0696 0.0725
N 0.1665 -0.1525 -0.0744
C -0.2055 -0.0737 0.1286
S 0.2198 -0.3253 0.1045
N 0.2140 0.0891 -0.0426
C 0.1958 0.1465 -0.1457
H 0.0215 -0.0040 -0.0044
H 0.0334 0.0302 0.0541
H -0.0035 -0.0454 -0.0820
H -0.0796 0.0546 -0.0234
H 0.1220 0.0910 -0.0288
H 0.0409 0.0225 -0.0023
H -0.0117 0.0790 -0.0821
H -0.0353 0.0854 0.0599

***

Going through the records in order, we get E_tot values of -6895.1189, -4855.9299 a.u..
Going through the records in order, we get ΔE to the lowest compared entry with this formula, charge and spin values of 18.0, 25.6 kJ/mol.